The following is a DFT calculation (the ωB97M-V functional and the def2-TZVPD basis) of C31H42MnN5OSSb as an isolated structure.

Positions of all 82 atoms, in Å:
Mn1 -0.11 1.47 -0.03
N1 4.15 1.23 0.27
C1 2.87 0.94 0.32
N2 1.91 1.73 -0.09
C2 2.27 3.01 -0.64
N3 1.34 3.75 -1.09
N4 0.11 3.19 -0.93
C3 -1.01 3.79 -1.37
C4 -2.19 3.12 -1.06
C5 -3.50 3.56 -1.37
C6 -4.57 2.82 -0.97
C7 -4.38 1.63 -0.23
C8 -3.10 1.24 0.04
N5 -2.02 1.93 -0.38
C9 3.68 3.40 -0.64
C10 4.11 4.65 -1.07
C11 5.46 4.96 -1.05
C12 6.39 4.02 -0.60
C13 5.98 2.78 -0.16
C14 4.62 2.49 -0.19
H1 4.82 0.55 0.60
H2 2.61 -0.03 0.74
H3 -0.95 4.73 -1.90
H4 -3.62 4.48 -1.92
H5 -5.57 3.15 -1.20
H6 -5.21 1.04 0.12
H7 -2.90 0.33 0.61
H8 3.38 5.37 -1.42
H9 5.79 5.93 -1.38
H10 7.44 4.27 -0.59
H11 6.69 2.05 0.20
C15 -3.17 -4.04 3.42
C16 -2.67 -2.63 3.39
C17 -1.30 -2.35 3.31
C18 -0.83 -1.05 3.28
C19 -1.75 0.00 3.33
C20 -3.11 -0.25 3.41
C21 -3.56 -1.56 3.45
S1 -1.23 1.68 3.16
C22 -0.17 1.87 4.57
O1 -0.25 1.70 1.99
H12 -2.35 -4.76 3.47
H13 -3.76 -4.26 2.52
H14 -3.82 -4.21 4.28
H15 -0.59 -3.17 3.30
H16 0.23 -0.85 3.22
H17 -3.82 0.57 3.46
H18 -4.62 -1.76 3.53
H19 0.55 1.05 4.61
H20 -0.80 1.88 5.45
H21 0.33 2.83 4.45
C23 0.77 -4.14 -0.80
C24 0.47 -2.94 0.09
C25 1.63 -2.65 1.04
Sb1 -0.06 -1.17 -1.00
C26 1.11 -1.16 -2.83
C27 0.71 -2.24 -3.83
C28 2.60 -1.22 -2.51
C29 -2.08 -1.50 -1.67
C30 -2.41 -0.54 -2.82
C31 -2.42 -2.95 -2.01
H22 0.89 -5.03 -0.17
H23 1.70 -4.01 -1.35
H24 -0.02 -4.35 -1.52
H25 -0.43 -3.12 0.68
H26 2.55 -2.45 0.49
H27 1.83 -3.52 1.67
H28 1.42 -1.80 1.70
H29 0.87 -0.18 -3.25
H30 0.95 -3.24 -3.47
H31 1.27 -2.08 -4.75
H32 -0.34 -2.21 -4.09
H33 2.88 -2.17 -2.05
H34 2.93 -0.41 -1.87
H35 3.17 -1.14 -3.44
H36 -2.67 -1.22 -0.80
H37 -1.99 -0.89 -3.76
H38 -2.05 0.48 -2.65
H39 -3.49 -0.48 -2.95
H40 -1.84 -3.33 -2.85
H41 -3.48 -3.01 -2.30
H42 -2.28 -3.62 -1.16

## Properties
**Max |F|**: 0.65 eV Å⁻¹
**Kohn-Sham gap (alpha / beta)**: 4.49 / 7.31 eV
**Multiplicity**: 6
**HOMO level (alpha / beta)**: -11.336 / -13.485 eV
**Energy relative to the best compared isomer or geometry (same formula, charge and spin)**: 53.22 kcal per mole
**Total charge**: +2